Entry from the Open Molecules 2025 dataset: an isolated molecule of C5H6FNO in a non-equilibrium geometry (ωB97M-V/def2-TZVPD).

Positions of all 14 atoms, in Å:
C 0.76 -0.12 1.71
C -0.44 1.26 -0.06
C -1.19 0.94 -1.20
C -0.73 -0.27 -1.69
C 0.11 -0.79 -0.65
H 1.88 -0.20 1.72
H 0.29 -1.10 2.06
H 0.50 0.78 2.34
H -0.46 2.22 0.43
H -0.89 -0.62 -2.75
H 1.32 -2.04 0.08
N 0.16 0.07 0.43
O 0.81 -1.96 -0.68
F -2.12 1.83 -1.74

Its structure (SMILES) is Cn1cc(F)cc1O. The molar mass is 115.11 g/mol. Its net charge is 0. The LUMO energy is 0.5 eV. The relative energy (zero: lowest compared OMol25 entry of this formula, charge and spin) is 265.7 kJ/mol.

Atomic partial charges in e from the Löwdin method, atoms 1 to 6: number 1, C, carries -0.041; number 2, C, carries -0.026; number 3, C, carries -0.275; number 4, C, carries 0.026; number 5, C, carries -0.304; number 6, H, carries 0.095